1.
8 unconnected molecules or ions with the total composition C32H56N8 at a distorted geometry, computed with the ωB97M-V functional and the def2-TZVPD basis.

Geometry as XYZ:
```
96
Properties=species:S:1:pos:R:3:forces:R:3
C 0.723633 3.973876 4.229522 -0.2 -0.4 0.1
C 0.514953 3.456426 5.640952 0.2 -0.5 -0.7
C -0.257887 4.408056 6.559722 1.0 0.2 0.4
C 0.510893 5.618756 6.957792 0.5 0.6 0.1
N 1.085553 6.558876 7.316422 -0.6 -1.0 -0.5
H 1.294593 4.901956 4.257402 0.0 0.0 -0.4
H -0.240457 4.049256 3.726582 0.0 0.5 0.0
H 1.209503 3.176336 3.667412 0.4 0.3 -0.1
H 1.484973 3.140226 6.024612 0.1 0.5 0.5
H 0.022873 2.493366 5.505062 -0.6 0.1 0.4
H -0.447997 3.902036 7.506242 -0.5 0.0 -0.1
H -1.168467 4.780996 6.090852 -0.2 -0.3 0.1
C 2.156943 3.504776 -4.309488 0.7 -0.1 0.6
C 2.215243 3.386336 -2.761508 -0.3 -0.1 -0.6
C 1.389483 2.227186 -2.196338 -0.4 -0.8 0.2
C 1.664933 0.901456 -2.820058 0.5 -0.4 -0.2
N 1.880623 -0.132604 -3.297418 -0.2 1.2 0.5
H 2.840533 4.278216 -4.659608 0.0 0.1 0.1
H 1.177223 3.743456 -4.723348 -0.1 -0.1 0.3
H 2.518083 2.579046 -4.757498 -0.2 -0.1 -0.1
H 1.938523 4.328886 -2.289158 -0.4 -0.1 0.1
H 3.215643 3.200576 -2.370618 0.3 0.1 -0.5
H 0.302363 2.294256 -2.238518 -0.1 0.6 -0.3
H 1.568043 2.147466 -1.124028 0.2 -0.1 0.1
C 0.402113 -1.813244 -0.550378 -0.6 0.6 0.8
C -0.441777 -1.067714 0.550752 0.3 0.0 -1.0
C -0.235197 0.500476 0.614922 0.5 -1.1 -0.2
C -0.767487 1.116686 1.813152 0.8 -1.2 -1.6
N -1.175767 1.579176 2.758632 -1.0 1.1 2.2
H 0.505643 -2.847914 -0.223518 0.0 -0.1 -0.1
H 1.402993 -1.395504 -0.659158 0.0 0.1 -0.1
H -0.113267 -1.802654 -1.510778 0.2 0.1 -0.1
H -0.212117 -1.591404 1.478712 0.1 0.7 0.3
H -1.483827 -1.318214 0.352002 -0.1 0.3 0.1
H -0.629227 1.093376 -0.210488 -0.3 -0.5 -0.3
H 0.838073 0.690296 0.602362 0.1 0.0 0.2
C -4.694917 -4.074774 0.254202 0.9 0.0 -0.1
C -3.422467 -3.626614 -0.502678 0.2 -0.2 0.9
C -3.583437 -2.477064 -1.489588 -1.1 0.9 -0.3
C -3.852037 -1.112284 -0.906568 0.2 -0.3 0.4
N -4.041217 -0.065434 -0.452768 0.2 -0.9 -0.5
H -4.388127 -4.973824 0.788702 -0.2 -0.1 0.1
H -5.485397 -4.371084 -0.435318 -0.1 0.2 0.1
H -5.030247 -3.371464 1.016442 -0.2 0.2 -0.3
H -3.049677 -4.541844 -0.962568 0.0 0.3 -0.7
H -2.639607 -3.397894 0.220452 0.0 0.2 0.2
H -4.465667 -2.700594 -2.089418 -0.2 0.1 -0.2
H -2.802617 -2.333264 -2.236398 0.4 -0.3 0.3
C 4.837093 0.579286 -1.049988 1.3 1.0 0.0
C 5.210353 -0.765774 -0.447498 -1.5 0.4 0.6
C 5.113823 -0.829314 1.119752 0.0 -0.1 -0.5
C 3.879893 -0.320484 1.741372 0.1 -0.7 -0.8
N 2.897153 0.019826 2.222012 -0.2 0.3 0.1
H 5.191973 0.647936 -2.078318 -0.2 -0.1 -0.1
H 5.390113 1.357996 -0.524748 0.1 0.3 0.1
H 3.795823 0.901186 -1.034438 -0.1 -0.6 0.2
H 6.192723 -1.122514 -0.756998 0.0 0.2 0.1
H 4.463403 -1.433244 -0.877208 0.2 -0.6 0.3
H 5.879023 -0.270894 1.658952 0.5 -0.1 -0.4
H 5.234573 -1.885404 1.360992 -0.1 0.1 0.4
C -0.118747 7.205376 -1.145538 -0.2 0.1 1.0
C -1.416907 7.117286 -0.231228 0.9 -0.3 -1.9
C -1.252377 6.205536 0.971962 1.4 -0.5 0.3
C -0.560537 4.918786 0.705222 -0.6 -0.4 -0.4
N -0.040357 3.913206 0.488492 -0.1 0.6 0.0
H 0.745543 7.561256 -0.584778 0.0 0.1 0.2
H -0.191317 7.864696 -2.010488 -0.5 0.1 0.2
H 0.173443 6.230946 -1.536958 -0.3 -0.2 0.1
H -2.169507 6.733076 -0.919748 -0.4 0.0 0.3
H -1.741127 8.092456 0.132142 0.1 0.0 -0.2
H -2.163357 6.026006 1.542902 0.0 0.0 -0.2
H -0.522077 6.675016 1.631012 -0.2 0.3 0.4
C -2.757657 -7.474394 2.039292 0.4 -0.2 -0.1
C -3.203827 -6.724944 3.292642 0.4 0.2 -0.4
C -1.976787 -6.050594 3.947022 -0.5 0.2 -0.6
C -1.473827 -4.931744 3.106292 0.4 0.5 -0.3
N -1.087547 -4.053554 2.454412 -0.5 -1.1 0.7
H -2.057287 -8.267174 2.302112 -0.3 -0.4 0.2
H -2.135907 -6.885314 1.365112 -0.3 0.5 -0.1
H -3.587457 -7.891924 1.469032 0.0 0.0 0.1
H -3.633167 -7.433334 4.001132 -0.1 0.1 0.1
H -3.954657 -5.974724 3.044612 -0.1 0.0 0.1
H -1.233277 -6.844254 4.020412 0.4 0.4 0.3
H -2.229207 -5.650124 4.928862 0.2 -0.1 0.0
C -0.614647 -3.902374 -4.611868 0.2 -0.6 -0.1
C 0.354273 -2.734484 -4.642738 -0.8 0.2 0.2
C 1.076533 -2.527994 -5.963398 -0.1 0.5 -0.4
C 0.177593 -2.473234 -7.167978 2.1 -0.5 2.7
N -0.501007 -2.461004 -8.073368 -1.3 0.1 -1.7
H -1.145157 -3.971484 -3.662188 -0.1 0.2 0.0
H -0.089847 -4.853814 -4.698188 0.2 -0.1 -0.1
H -1.321837 -3.888014 -5.441188 -0.1 0.2 0.1
H 1.079083 -2.825204 -3.833708 0.1 0.1 -0.2
H -0.185767 -1.806944 -4.452658 -0.1 0.0 0.2
H 1.879343 -3.259644 -6.054368 -0.2 -0.1 -0.6
H 1.558853 -1.552444 -5.901898 0.2 0.0 -0.1
```
Forces are in eV/Å.

Values from the calculation:
HOMO level ... -0.396 Eh
Structure (SMILES) ... CCCC#N.CCCC#N.CCCC#N.CCCC#N.CCCC#N.CCCC#N.CCCC#N.CCCC#N
Energy relative to the best compared isomer or geometry (same formula, charge and spin) ... 117.4 kJ/mol
Charge ... 0

Which charges does Löwdin predict for the atoms? In e, they are: -0.134 -0.275 -0.177 -0.231 0.122 0.073 0.047 0.065 0.110 0.100 0.113 0.117 -0.091 -0.228 -0.205 -0.207 0.176 0.067 0.075 0.063 0.095 0.101 0.113 0.082 -0.094 -0.207 -0.184 -0.264 0.162 0.061 0.044 0.046 0.080 0.060 0.095 0.073 -0.087 -0.258 -0.180 -0.213 0.140 0.046 0.075 0.078 0.106 0.074 0.111 0.098 -0.120 -0.230 -0.170 -0.221 0.163 0.076 0.075 0.047 0.108 0.101 0.114 0.112 -0.091 -0.226 -0.183 -0.198 0.187 0.069 0.066 0.047 0.103 0.105 0.122 0.118 -0.118 -0.253 -0.175 -0.197 0.167 0.073 0.066 0.075 0.108 0.097 0.115 0.116 -0.107 -0.301 -0.185 -0.223 0.135 0.055 0.075 0.070 0.095 0.094 0.116 0.097

=====

2.
A gas-phase ion, C32H56NO7 (charge +1) at a distorted geometry, computed with the ωB97M-V functional and the def2-TZVPD basis.

Geometry as XYZ:
```
96
Properties=species:S:1:pos:R:3:forces:R:3
C 2.530016 -1.800096 1.774331 -0.1 0.1 -0.2
C 2.282552 -1.677616 0.459813 0.0 0.1 0.5
C 1.272333 -2.469626 -0.326386 -0.7 1.8 0.0
C 0.040067 -2.809231 0.456217 -0.7 -1.4 0.3
C -0.952980 -3.890162 -0.059063 1.2 0.2 0.2
C -0.438714 -5.330657 -0.201052 -0.3 0.0 -0.3
O 0.850867 -5.468773 -0.746337 -0.1 0.2 0.2
C 0.892161 -5.470643 -2.163945 0.4 -0.3 -0.5
O 1.792870 -4.542179 -2.659416 -0.2 0.2 0.5
C 3.154082 -4.896618 -2.430659 0.3 0.0 -0.3
C 3.992640 -3.658174 -2.207308 0.6 0.2 -0.2
O 5.258956 -3.929195 -2.797145 0.0 -0.2 0.0
C -2.051856 -3.808181 0.994669 -1.6 0.7 -1.8
N -1.948403 -2.428246 1.616263 0.5 -1.0 0.9
C -3.224810 -1.799155 2.046031 -0.3 0.4 -0.2
C -2.949109 -0.543198 2.820643 0.5 0.1 0.3
O -2.048314 -0.891163 3.855599 0.0 0.0 -0.2
C -1.882292 0.129892 4.840285 -0.1 -0.3 0.6
C -0.416707 0.388885 5.163395 -0.1 0.0 0.0
O -0.043671 1.732379 4.919232 0.3 0.1 -0.1
C 0.077420 2.054511 3.584026 -0.2 0.2 -0.6
C -0.900499 2.848137 2.990363 0.3 -0.1 -0.7
C -0.811504 3.184541 1.628668 0.4 -0.3 0.6
C 0.256454 2.747173 0.828358 -0.3 0.1 0.5
C 0.375040 3.146268 -0.663585 -0.3 -0.5 1.0
C -1.061974 3.234743 -1.208225 0.6 0.1 -0.3
C 1.116207 2.010049 -1.383537 -0.2 0.0 -0.3
C 1.118356 4.495342 -0.620229 0.4 -0.4 -0.4
C 1.620322 5.166594 -1.924851 -0.2 0.8 -0.2
C 1.302119 6.685331 -1.825091 -0.2 -0.4 0.4
C 0.984856 4.694579 -3.236311 0.1 0.2 0.0
C 3.144280 5.067172 -2.057881 -0.5 0.2 -0.2
C 1.238639 1.976959 1.461965 -0.4 0.1 0.4
C 1.159407 1.628822 2.815122 -0.3 0.2 -0.3
C -0.872539 -1.655319 0.876916 1.4 0.7 0.4
O -1.288839 -0.687974 -0.004976 -0.8 -0.7 0.0
C -2.234982 -1.062037 -1.014327 0.0 0.1 -0.5
C -3.372634 -0.053803 -1.104068 -0.2 0.2 -0.8
C -3.558836 0.521158 -2.521695 0.0 0.0 0.2
O -4.560898 -0.753312 -0.708168 0.1 0.1 0.5
H 1.754410 -1.879511 2.528553 -0.1 -1.3 -0.1
H 3.538318 -1.847535 2.161888 0.2 1.4 0.1
H 2.882496 -0.980307 -0.116558 0.9 -0.9 -0.3
H 1.802845 -3.352998 -0.645546 -0.1 -0.2 -0.1
H 1.005180 -1.906583 -1.221989 -0.1 -0.1 -0.2
H 0.356395 -3.220379 1.425669 0.3 0.1 0.1
H -1.300959 -3.560391 -1.035234 -0.3 0.0 -0.1
H -0.483999 -5.841028 0.758191 0.4 0.0 0.2
H -1.134375 -5.866132 -0.851656 -0.3 -0.1 0.1
H 1.194336 -6.469798 -2.487120 -0.1 -0.2 0.1
H -0.074623 -5.231940 -2.602438 -0.2 0.1 0.1
H 3.550520 -5.381594 -3.322736 0.0 -0.1 -0.1
H 3.277383 -5.573083 -1.588025 -0.2 -0.1 0.1
H 3.540089 -2.794657 -2.698171 -0.3 0.0 0.0
H 4.139595 -3.447187 -1.147045 -0.2 0.1 0.1
H 5.878332 -3.243723 -2.539846 0.1 0.1 0.0
H -3.008237 -3.798167 0.470422 -0.2 -0.2 0.2
H -2.106733 -4.604102 1.726326 0.4 0.1 0.4
H -1.473997 -2.616661 2.503420 0.0 0.4 0.1
H -3.853951 -1.562333 1.191831 0.0 -0.2 -0.2
H -3.710288 -2.520883 2.695757 -0.1 -0.2 0.0
H -3.880117 -0.160036 3.237290 -0.2 0.0 -0.1
H -2.493403 0.224489 2.190219 -0.1 0.1 -0.1
H -2.384271 -0.210462 5.745416 -0.1 -0.1 0.1
H -2.366086 1.060196 4.553270 0.0 0.1 -0.3
H 0.198541 -0.315578 4.599085 0.1 0.0 -0.1
H -0.237255 0.218930 6.218430 0.1 0.0 0.2
H -1.724388 3.217928 3.582891 0.0 0.0 0.1
H -1.595248 3.813832 1.237003 0.0 0.1 -0.2
H -1.622330 2.396756 -0.806238 -0.3 0.0 0.0
H -1.514818 4.185430 -0.945321 -0.3 0.0 0.1
H -1.061996 3.153753 -2.290296 -0.1 0.0 -0.1
H 2.197901 2.114231 -1.369844 0.1 0.0 0.1
H 0.796895 1.934804 -2.418894 0.1 0.1 -0.2
H 0.848858 1.056914 -0.932996 0.0 -0.2 0.1
H 1.993280 4.326781 0.009757 0.1 0.0 0.1
H 0.492705 5.177963 -0.050706 -0.2 0.1 0.0
H 0.391717 6.862806 -1.256919 -0.2 0.0 0.0
H 2.102325 7.189917 -1.290024 0.1 0.3 0.0
H 1.147117 7.130092 -2.802808 0.3 0.2 -0.1
H -0.091617 4.839349 -3.227045 -0.2 -0.2 0.0
H 1.257622 3.684784 -3.525871 -0.2 -0.2 0.1
H 1.354105 5.345168 -4.026128 0.1 0.0 -0.1
H 3.615733 5.591376 -1.230612 0.2 -0.3 0.2
H 3.424589 5.611497 -2.957410 0.2 -0.1 -0.2
H 3.488103 4.039320 -2.138482 0.2 -0.1 0.1
H 2.092023 1.656592 0.888556 0.2 -0.1 0.0
H 1.940258 1.041485 3.275704 0.1 -0.1 0.0
H -0.318249 -1.089013 1.624689 -0.2 0.2 0.2
H -2.696008 -2.033057 -0.844437 0.1 -0.1 0.2
H -1.722229 -1.121288 -1.970181 0.3 0.0 0.0
H -3.166877 0.780037 -0.434931 0.1 -0.1 0.3
H -2.827485 0.139371 -3.227722 0.1 0.0 -0.1
H -3.487906 1.603840 -2.509115 0.0 0.1 -0.1
H -4.535989 0.244315 -2.901360 -0.2 0.0 0.0
H -5.228323 -0.100703 -0.478304 -0.2 0.0 -0.1
```
Forces are in eV/Å.

Values from the calculation:
HOMO level ... -0.404 Eh
Charge ... +1

Which charges does Löwdin predict for the atoms? In e, they are: 0.014 -0.147 -0.130 -0.190 -0.199 -0.161 -0.091 -0.237 -0.105 -0.169 -0.234 -0.055 -0.036 -0.004 -0.060 -0.179 -0.141 -0.145 -0.147 -0.053 -0.290 0.002 -0.015 -0.181 -0.455 -0.039 -0.037 -0.087 -0.554 -0.049 -0.059 -0.057 -0.022 0.007 -0.245 -0.023 -0.110 -0.369 -0.013 -0.052 0.049 0.064 0.105 0.094 0.132 0.157 0.139 0.133 0.134 0.146 0.140 0.135 0.134 0.125 0.113 0.088 0.139 0.146 0.175 0.116 0.151 0.144 0.128 0.131 0.121 0.120 0.130 0.118 0.108 0.063 0.091 0.069 0.085 0.072 0.065 0.124 0.114 0.075 0.082 0.079 0.080 0.073 0.082 0.083 0.087 0.076 0.104 0.117 0.161 0.116 0.132 0.131 0.078 0.073 0.085 0.107